[1]
ORCA calculation (wB97M-V/def2-TZVPD) on C2H4N2OS in the gas phase.

The multiplicity is 1. The value obtained for the energy above the lowest of the compared OMol25 structures with the same formula, charge and spin is 42.4 kcal per mole. The structure (SMILES) is [H]/N=C\N(S)C=O.

Atoms and positions in Å:
C (-1.26713, 0.02002, -0.53897)
C (0.56314, -0.53625, 1.05834)
H (1.13508, 2.10540, -0.61294)
H (-1.25414, 0.65255, -1.45824)
H (-1.91627, -0.89980, 0.89654)
H (1.63477, -0.38789, 1.31693)
N (0.11566, 0.09546, -0.10692)
N (-2.23661, -0.51263, 0.00391)
O (-0.15134, -1.14779, 1.83570)
S (1.29262, 0.85810, -1.07643)

[2]
ORCA calculation (wB97M-V/def2-TZVPD) on 2 unconnected molecules or ions with the total composition C6H4F9N5O3.

The multiplicity is 1.

Atoms and positions in Å:
N (-3.06696, 1.28427, 0.41348)
C (-2.68551, 0.26993, 1.16469)
N (-2.94803, 0.15291, 2.47302)
C (-2.45048, -0.99654, 2.83939)
N (-1.88881, -1.65704, 1.84015)
N (-2.00228, -0.83757, 0.74779)
C (-1.48074, -1.26190, -0.54922)
F (-2.17434, -0.58252, -1.45620)
F (-1.76558, -2.55992, -0.62172)
C (0.08717, -1.08358, -0.79431)
F (0.24625, -0.80399, -2.08628)
F (0.65683, -2.26012, -0.50799)
C (0.75421, 0.01860, 0.05801)
F (0.73167, -0.40565, 1.34541)
F (-0.04355, 1.11083, -0.01482)
C (2.19834, 0.38921, -0.39544)
F (2.83624, 0.83215, 0.66589)
F (2.10743, 1.27102, -1.32334)
F (2.79905, -0.70372, -0.83288)
H (-3.51213, 2.05819, 0.87458)
H (-2.84302, 1.36952, -0.55989)
H (-2.49368, -1.37719, 3.84144)
H (-1.43748, -2.55753, 1.83172)
N (4.57735, 2.06373, -2.22292)
O (3.88757, 3.06775, -1.93588)
O (5.54134, 1.74207, -1.49778)
O (4.36914, 1.45711, -3.29693)

[3]
ORCA calculation (wB97M-V/def2-TZVPD) on 11 unconnected molecules or ions with the total composition C89H193N11O11.

The multiplicity is 1. The value obtained for the energy above the lowest of the compared OMol25 structures with the same formula, charge and spin is 34.1 kcal per mole. The structure (SMILES) is CC1(C)CCCC(C)(C)N1O.CC1(C)CCCC(C)(C)N1O.CC1(C)CCCC(C)(C)N1O.CC1(C)CCCC(C)(C)N1O.CC1(C)CCCC(C)(C)N1O.CC1(C)CCCC(C)(C)N1O.CC1(C)CCCC(C)(C)N1O.CC1(C)CCCC(C)(C)N1O.CC1(C)CCCC(C)(C)N1O.COC[C@H](C)N.COC[C@H](C)N.

Atoms and positions in Å:
C (-3.77893, 5.02826, 8.38315)
C (-3.64798, 4.02397, 7.22799)
C (-4.19257, 4.75595, 5.98605)
C (-4.08121, 3.89706, 4.72536)
C (-2.67329, 3.55074, 4.52750)
C (-1.85694, 2.98848, 5.72779)
N (-2.20004, 3.83614, 6.97227)
O (-1.50129, 3.25905, 8.08174)
C (-2.19522, 1.48504, 5.90896)
C (-0.38779, 3.28823, 5.43776)
C (-4.43564, 2.78662, 7.69002)
H (-3.22826, 5.97628, 8.18635)
H (-3.47620, 4.64544, 9.35056)
H (-4.86535, 5.32609, 8.46205)
H (-5.20090, 4.99953, 6.25071)
H (-3.61114, 5.69857, 5.88911)
H (-4.39395, 4.43603, 3.81349)
H (-4.77756, 3.00281, 4.70083)
H (-2.17063, 4.45491, 4.22074)
H (-2.57438, 2.78108, 3.69085)
H (-1.78345, 1.00375, 5.01989)
H (-1.67541, 1.03657, 6.75545)
H (-3.23505, 1.30622, 5.87539)
H (-0.16452, 2.78720, 4.49439)
H (-0.27069, 4.42078, 5.40783)
H (0.24946, 2.89687, 6.23156)
H (-4.55288, 2.10516, 6.82637)
H (-5.41707, 3.15267, 8.04586)
H (-3.84475, 2.31760, 8.45900)
H (-1.06321, 4.00125, 8.49769)
C (5.97798, -1.99321, -2.36566)
C (5.62268, -1.01368, -3.55624)
C (4.36515, -1.57847, -4.30780)
C (3.65581, -0.64914, -5.21806)
C (3.33689, 0.69305, -4.52890)
C (4.59291, 1.33034, -3.87072)
N (5.20377, 0.32011, -2.95211)
O (6.30852, 1.00153, -2.33848)
C (5.57127, 1.90485, -4.84070)
C (4.00078, 2.42307, -2.95586)
C (6.83409, -1.02333, -4.47709)
H (6.00128, -2.99303, -2.89108)
H (5.14531, -1.97762, -1.63840)
H (7.01994, -1.85710, -1.97180)
H (4.69070, -2.40196, -4.90960)
H (3.60173, -2.04704, -3.66520)
H (2.73182, -1.14190, -5.60987)
H (4.34844, -0.43446, -6.02683)
H (2.63304, 0.56426, -3.72433)
H (2.99270, 1.34901, -5.33449)
H (6.34509, 2.41033, -4.25502)
H (6.00360, 1.05287, -5.38111)
H (5.06694, 2.61564, -5.48088)
H (3.19592, 2.96737, -3.46846)
H (3.56204, 1.97780, -2.10786)
H (4.75650, 3.10585, -2.54259)
H (7.56329, -1.73834, -4.05293)
H (7.38105, -0.07053, -4.54741)
H (6.56593, -1.17158, -5.48712)
H (6.30494, 0.54168, -1.46594)
C (-6.32460, 1.68068, 1.68465)
C (-5.46870, 0.72386, 0.93784)
C (-6.46896, -0.14157, 0.05013)
C (-6.98757, 0.58763, -1.16791)
C (-5.84363, 1.08288, -2.06954)
C (-4.87724, 1.94460, -1.31362)
N (-4.42603, 1.19216, -0.09988)
O (-3.57813, 2.02467, 0.65783)
C (-3.50556, 2.10210, -2.11579)
C (-5.43735, 3.41522, -1.03298)
C (-4.75906, -0.15625, 1.94322)
H (-5.69274, 2.49140, 2.15598)
H (-6.76028, 1.12336, 2.52960)
H (-7.13269, 2.16907, 1.09114)
H (-5.92113, -1.06637, -0.30900)
H (-7.29483, -0.44973, 0.71394)
H (-7.47930, 1.47232, -0.78853)
H (-7.69373, -0.03334, -1.73624)
H (-6.08567, 1.80624, -2.82413)
H (-5.47275, 0.22991, -2.61320)
H (-3.64661, 2.68541, -3.09851)
H (-2.80618, 2.62333, -1.45163)
H (-3.18378, 1.08456, -2.22573)
H (-4.76520, 3.88868, -0.35395)
H (-5.51590, 3.89962, -1.99311)
H (-6.45628, 3.32982, -0.67516)
H (-4.02228, 0.45765, 2.47644)
H (-4.20173, -0.89994, 1.40270)
H (-5.42198, -0.65435, 2.66405)
H (-2.69984, 1.65637, 0.51814)
C (2.42669, 6.75048, 0.03969)
C (1.79052, 5.35236, 0.46795)
C (2.33344, 4.96331, 1.87302)
C (1.72899, 5.84898, 3.00093)
C (0.24637, 5.67920, 2.94005)
C (-0.42389, 6.14300, 1.63333)
N (0.30133, 5.29964, 0.49559)
O (-0.21780, 5.81198, -0.73767)
C (-1.90267, 5.72117, 1.46946)
C (-0.26391, 7.73916, 1.56156)
C (2.29620, 4.36829, -0.55545)
H (1.66082, 7.38876, -0.44115)
H (3.15051, 6.54065, -0.75470)
H (2.98982, 7.14786, 0.85763)
H (2.02513, 3.96543, 2.12870)
H (3.41018, 5.05182, 1.90103)
H (2.01840, 6.90945, 2.98036)
H (2.10249, 5.50044, 3.96237)
H (-0.33964, 6.08048, 3.78081)
H (0.07860, 4.60198, 3.01850)
H (-2.47076, 5.80495, 2.40937)
H (-2.44434, 6.24198, 0.71218)
H (-1.85810, 4.64332, 1.15220)
H (-0.73120, 8.22480, 2.40701)
H (0.79334, 7.96068, 1.56419)
H (-0.78277, 8.14471, 0.66943)
H (1.88572, 3.38207, -0.31629)
H (3.34385, 4.26363, -0.65976)
H (1.91287, 4.64665, -1.56018)
H (-0.29772, 5.06649, -1.29151)
C (0.49547, -5.03463, 5.64520)
C (-0.09610, -3.65980, 5.43776)
C (0.62648, -2.66915, 6.40018)
C (0.17184, -1.26129, 6.09367)
C (0.55836, -0.86939, 4.69854)
C (-0.16943, -1.81495, 3.67012)
N (0.11715, -3.25500, 4.09569)
O (-0.59951, -4.18186, 3.27268)
C (-1.61768, -1.42542, 3.46724)
C (0.56649, -1.53737, 2.35110)
C (-1.60648, -3.70522, 5.84510)
H (0.29254, -5.42127, 6.59932)
H (1.59921, -4.93245, 5.49250)
H (0.14479, -5.81938, 5.00256)
H (0.39611, -3.05436, 7.36322)
H (1.70927, -2.78550, 6.31119)
H (0.51657, -0.48351, 6.83330)
H (-0.92306, -1.18145, 6.19055)
H (1.62429, -0.90444, 4.71146)
H (0.13576, 0.14041, 4.45972)
H (-2.18390, -2.17146, 2.91312)
H (-2.10895, -1.22582, 4.40994)
H (-1.58908, -0.57046, 2.80435)
H (0.03547, -2.04586, 1.55161)
H (0.69842, -0.48247, 2.10744)
H (1.55028, -1.98649, 2.45540)
H (-1.78503, -4.56538, 6.43796)
H (-2.26810, -4.00303, 5.00708)
H (-1.91180, -2.83388, 6.38718)
H (0.15940, -4.41381, 2.71650)
C (5.06187, -2.01850, 1.73378)
C (4.69963, -0.50493, 1.87910)
C (4.22920, -0.23768, 3.34331)
C (3.95054, 1.19212, 3.66278)
C (5.34012, 1.97207, 3.29951)
C (5.83032, 1.69272, 1.88632)
N (5.91543, 0.27536, 1.64631)
O (6.37737, -0.01260, 0.38770)
C (4.94346, 2.53349, 0.88447)
C (7.22349, 2.28596, 1.75020)
C (3.53119, -0.26063, 0.85698)
H (5.42237, -2.20106, 0.73491)
H (4.15812, -2.53630, 2.00372)
H (5.84839, -2.33787, 2.38028)
H (3.40954, -0.93430, 3.46072)
H (5.05295, -0.61847, 3.95834)
H (3.67165, 1.27759, 4.71902)
H (3.09750, 1.61039, 3.11586)
H (6.07873, 1.70143, 4.06167)
H (5.22558, 3.05392, 3.44000)
H (3.85436, 2.40019, 0.87329)
H (5.14008, 3.57408, 1.19282)
H (5.40691, 2.46897, -0.14271)
H (7.94338, 1.73248, 2.33435)
H (7.50549, 2.21177, 0.69190)
H (7.23236, 3.35111, 2.12666)
H (2.95016, -1.21064, 0.82627)
H (3.94285, -0.07832, -0.17410)
H (2.92654, 0.61231, 1.18923)
H (7.21313, -0.50571, 0.44844)
C (1.81840, -3.98297, 0.66646)
C (2.61669, -4.88973, -0.24144)
C (4.07796, -5.01159, 0.20092)
C (4.73397, -6.28028, -0.31203)
C (3.97167, -7.50591, 0.08937)
C (2.54028, -7.50452, -0.38599)
N (1.89974, -6.24449, 0.05211)
O (0.62106, -6.13241, -0.51172)
C (2.43653, -7.69143, -1.91910)
C (1.76475, -8.64742, 0.24343)
C (2.55265, -4.38925, -1.71894)
H (2.11553, -4.24878, 1.74104)
H (0.74678, -4.11487, 0.52899)
H (2.09877, -2.91085, 0.60858)
H (4.62185, -4.21492, -0.31656)
H (4.04022, -4.99535, 1.31389)
H (5.70855, -6.32725, 0.14668)
H (4.72571, -6.22798, -1.41956)
H (4.11987, -7.70216, 1.13410)
H (4.45609, -8.40223, -0.35202)
H (1.45304, -7.33669, -2.25238)
H (3.21779, -7.21740, -2.54253)
H (2.46869, -8.79919, -2.07108)
H (1.36441, -8.33142, 1.21403)
H (0.83411, -8.84717, -0.35293)
H (2.32987, -9.54308, 0.30960)
H (1.55486, -4.60679, -2.12235)
H (3.33355, -4.79345, -2.40886)
H (2.69029, -3.32163, -1.64550)
H (0.02552, -6.40631, 0.23071)
C (-2.46917, -5.42782, -5.58392)
C (-1.89187, -4.66064, -4.39724)
C (-1.14131, -3.43166, -4.88420)
C (-2.03617, -2.29392, -5.34488)
C (-3.08507, -1.94108, -4.33141)
C (-3.93785, -3.16959, -3.83681)
N (-2.93303, -4.21178, -3.40190)
O (-3.64968, -5.33512, -2.91208)
C (-4.73596, -2.73905, -2.57167)
C (-4.91565, -3.71595, -4.93409)
C (-0.87819, -5.51870, -3.62422)
H (-1.72371, -6.17023, -5.83729)
H (-2.57441, -4.76974, -6.43910)
H (-3.40293, -5.95717, -5.43021)
H (-0.49963, -3.08533, -4.05567)
H (-0.41418, -3.70594, -5.69488)
H (-2.64933, -2.59647, -6.21963)
H (-1.36154, -1.50029, -5.64250)
H (-3.80211, -1.13760, -4.69349)
H (-2.69364, -1.54918, -3.42741)
H (-5.17977, -1.77543, -2.73557)
H (-5.56722, -3.44934, -2.35383)
H (-4.05832, -2.70471, -1.70407)
H (-5.67560, -2.94190, -5.07368)
H (-4.47470, -3.98639, -5.86314)
H (-5.30503, -4.63465, -4.52025)
H (-0.06114, -5.75159, -4.31622)
H (-1.32661, -6.47354, -3.37777)
H (-0.40790, -4.94341, -2.76463)
H (-3.24257, -5.45003, -2.03035)
C (-2.14925, 6.68834, -5.30186)
C (-1.06709, 5.54624, -5.45941)
C (-0.66715, 5.08549, -4.07532)
C (0.05144, 3.67649, -4.06711)
C (-0.70348, 2.63398, -4.84710)
C (-1.02386, 3.08832, -6.27920)
N (-1.70772, 4.45165, -6.18279)
O (-2.19552, 4.84125, -7.38725)
C (0.21306, 3.08127, -7.20828)
C (-2.17388, 2.16832, -6.81307)
C (0.27693, 6.16816, -6.10812)
H (-2.97559, 6.21382, -4.80746)
H (-2.34282, 7.15091, -6.25117)
H (-1.70390, 7.41813, -4.63656)
H (-0.02799, 5.78830, -3.58156)
H (-1.50678, 4.97079, -3.46851)
H (0.15779, 3.42049, -2.98022)
H (1.10951, 3.85921, -4.42955)
H (-1.62913, 2.47344, -4.34471)
H (-0.21855, 1.68431, -4.80864)
H (-0.17600, 3.40193, -8.16203)
H (1.03507, 3.65932, -6.89012)
H (0.55655, 2.04516, -7.19783)
H (-2.37747, 2.23711, -7.88490)
H (-1.76182, 1.13200, -6.77446)
H (-3.04352, 2.20128, -6.10830)
H (0.31106, 6.22353, -7.18691)
H (1.12041, 5.58392, -5.76401)
H (0.37821, 7.19313, -5.69213)
H (-1.49653, 4.91462, -8.06672)
C (-4.20338, -4.26671, 0.86461)
C (-2.75820, -4.77698, 0.90611)
C (-2.58436, -6.20645, 1.36327)
O (-1.20218, -6.62003, 1.55720)
C (-1.10413, -7.47444, 2.72683)
N (-2.26872, -4.68953, -0.48529)
H (-4.21426, -3.23462, 0.57089)
H (-4.66313, -4.33209, 1.85559)
H (-4.76127, -4.83168, 0.08574)
H (-2.19881, -4.12496, 1.57739)
H (-3.12636, -6.87676, 0.66589)
H (-3.13538, -6.34583, 2.34367)
H (-1.77526, -8.33391, 2.61906)
H (-1.15256, -6.93717, 3.69818)
H (-0.11240, -7.97069, 2.68600)
H (-2.47701, -3.85202, -0.96173)
H (-1.26665, -4.86755, -0.51669)
C (0.44725, -0.95563, -2.38234)
C (-0.19652, -0.64632, -0.95290)
C (-0.24453, 0.81340, -0.72797)
O (-0.89024, 1.11555, 0.49275)
C (-0.08003, 1.97018, 1.21102)
N (-1.51024, -1.18019, -0.88112)
H (-0.11797, -0.50422, -3.20400)
H (0.51238, -2.02376, -2.56717)
H (1.44823, -0.51678, -2.39259)
H (0.52921, -1.10538, -0.24382)
H (-0.75914, 1.33608, -1.49559)
H (0.73205, 1.32760, -0.75408)
H (0.20830, 2.84948, 0.62020)
H (0.91208, 1.55821, 1.53672)
H (-0.60884, 2.27247, 2.16340)
H (-1.99014, -0.97016, -0.03803)
H (-1.42215, -2.20692, -0.92308)

Summary of largest force on an atom in hartree/bohr
0.0657 0.0281 0.0700
(order as listed above)
Summary of LUMO level in eV
0.42 -1.85 0.48
(order as listed above)